Record 1
Formula: C3H10N3O
Source: OMol25
Level of theory: ωB97M-V/def2-TZVPD

Element x y z (Å)
C1 -0.17 0.42 2.12
C2 0.82 1.09 -1.99
C3 1.27 1.10 0.34
N1 -1.57 -0.89 -0.36
N2 -1.34 -2.09 -0.19
N3 0.34 0.36 0.75
O1 1.67 1.51 -0.85
H1 -1.28 0.50 2.05
H2 0.21 1.26 2.62
H3 0.16 -0.44 2.73
H4 1.15 1.63 -2.97
H5 -0.27 1.35 -1.94
H6 0.64 0.01 -2.13
H7 1.84 1.62 1.17
H8 -1.00 -0.51 -1.14
H9 -1.62 -2.64 0.65
H10 -0.77 -2.60 -0.85

Results
* M: 104.1 g mol⁻¹
* net charge: +1
* ΔE to the lowest compared entry with this formula, charge and spin: 583.69 kJ/mol
* electronic energy: -9780.2505 eV
* maximum force: 3.86 eV/A
* gap between HOMO and LUMO (spin up / spin down): 0.280 / 0.280 Eh

---

Record 2
Formula: C3H10N3O2
Source: OMol25
Level of theory: ωB97M-V/def2-TZVPD

Element x y z (Å)
C1 2.11 -1.34 -0.33
N1 0.88 -0.55 -0.24
N2 -0.15 -1.09 0.57
C2 -1.40 -0.35 0.55
N3 -2.18 -0.98 -0.55
O1 -3.12 -1.57 -0.12
O2 -1.06 1.01 0.11
C3 -2.29 1.77 -0.08
H1 2.03 -1.98 -1.17
H2 2.94 -0.64 -0.53
H3 2.23 -1.99 0.54
H4 1.02 0.31 0.27
H5 0.57 -0.31 -1.18
H6 -0.32 -2.08 0.40
H7 -2.07 -0.29 1.55
H8 -3.14 0.96 -0.26
H9 -1.93 2.33 -1.05
H10 -2.50 2.50 0.72

Results
* M: 120.1 g mol⁻¹
* net charge: +1
* ΔE to the lowest compared entry with this formula, charge and spin: 739.52 kJ/mol
* SMILES: C[NH2+]N[C@H](N=O)OC
* electronic energy: -11826.5708 eV
* maximum force: 3.39 eV/A
* gap between HOMO and LUMO: 0.336 Eh

---

Record 3
Formula: C3H10N3O2
Source: OMol25
Level of theory: ωB97M-V/def2-TZVPD

Element x y z (Å)
C1 -2.21 -0.06 -1.33
N1 0.32 2.56 -1.78
C2 -0.83 1.91 -1.76
N2 -0.99 0.74 -1.22
H1 -2.01 -0.88 -2.02
H2 -3.03 0.53 -1.73
H3 -2.49 -0.49 -0.37
H4 1.17 2.12 -1.46
H5 0.41 3.44 -2.25
H6 -1.67 2.40 -2.22
H7 -0.18 0.25 -0.85
N3 -0.24 -1.58 1.90
C3 1.04 -1.38 1.44
O1 1.69 -0.34 2.04
O2 1.58 -2.02 0.59
H8 -0.84 -2.10 1.28
H9 -0.74 -0.79 2.30
H10 1.27 -0.08 2.87

Results
* M: 120.1 g mol⁻¹
* net charge: +1
* ΔE to the lowest compared entry with this formula, charge and spin: 131.31 kJ/mol
* electronic energy: -11832.8744 eV
* maximum force: 0.81 eV/A
* gap between HOMO and LUMO: 0.373 Eh

---

Record 4
Formula: C3H10N3S
Source: OMol25
Level of theory: ωB97M-V/def2-TZVPD

Element x y z (Å)
C1 1.16 0.02 2.01
C2 1.04 0.62 0.63
N1 0.54 -0.37 -0.43
S1 1.48 -0.34 -1.85
C3 -1.09 -0.07 -0.74
N2 -1.89 -0.48 0.21
N3 -1.46 0.32 -1.96
H1 0.84 0.91 2.65
H2 0.40 -0.84 2.03
H3 2.25 -0.11 2.18
H4 0.27 1.48 0.56
H5 1.98 1.08 0.11
H6 1.82 -1.53 -1.97
H7 -1.35 -0.79 1.07
H8 -2.80 -0.11 0.30
H9 -2.44 0.16 -2.16
H10 -0.76 0.03 -2.65

Results
* M: 120.2 g mol⁻¹
* net charge: +1
* ΔE to the lowest compared entry with this formula, charge and spin: 259.26 kJ/mol
* SMILES: CCN(S)C(N)=[NH2+]
* electronic energy: -18570.1857 eV
* maximum force: 4.40 eV/A
* gap between HOMO and LUMO: 0.369 Eh

---

Record 5
Formula: C3H10N4
Source: OMol25
Level of theory: ωB97M-V/def2-TZVPD

Element x y z (Å)
H1 -1.70 -0.45 1.81
N1 -1.40 -1.41 1.56
C1 -0.12 -1.50 1.53
N2 0.57 -2.57 1.00
H2 0.41 -0.66 2.01
H3 -0.06 -3.18 0.51
H4 1.40 -2.31 0.40
C2 0.08 2.08 0.19
N3 1.06 1.06 -0.29
C3 0.76 0.39 -1.32
N4 -0.37 0.65 -2.15
H5 0.54 2.58 1.09
H6 -0.89 1.63 0.52
H7 -0.12 2.86 -0.61
H8 1.45 -0.29 -1.81
H9 -0.62 -0.14 -2.76
H10 -1.03 1.24 -1.67

Results
* M: 102.1 g mol⁻¹
* net charge: 0
* ΔE to the lowest compared entry with this formula, charge and spin: 95.58 kJ/mol
* SMILES: [H]/N=C/N.C/N=C\N
* electronic energy: -9232.5931 eV
* maximum force: 2.39 eV/A
* gap between HOMO and LUMO: 0.370 Eh

---

Record 6
Formula: C3H10N4
Source: OMol25
Level of theory: ωB97M-V/def2-TZVPD

Element x y z (Å)
C1 0.80 1.25 0.23
N1 0.10 0.00 0.39
C2 -0.13 -0.34 1.77
C3 -1.26 -0.17 -0.69
N2 -0.84 -0.31 -1.99
H1 0.22 2.10 0.63
H2 0.99 1.44 -0.83
H3 1.77 1.22 0.74
H4 -0.62 -1.32 1.84
H5 -0.77 0.40 2.27
H6 0.82 -0.40 2.31
H7 -1.90 0.70 -0.50
H8 -1.67 -1.10 -0.30
H9 0.13 -1.02 -1.96
H10 -0.58 0.58 -2.40
N3 1.48 -1.44 -0.19
N4 1.47 -1.59 -1.31

Results
* M: 102.1 g mol⁻¹
* net charge: 0
* ΔE to the lowest compared entry with this formula, charge and spin: 194.51 kJ/mol
* SMILES: CN(C)CN.N#N
* electronic energy: -9231.5678 eV
* maximum force: 4.97 eV/A
* gap between HOMO and LUMO: 0.326 Eh

---

Record 7
Formula: C3H10N4
Source: OMol25
Level of theory: ωB97M-V/def2-TZVPD

Element x y z (Å)
C1 1.98 0.08 -0.40
C2 -1.69 -0.13 0.10
C3 -0.08 1.16 0.05
N1 3.01 -0.69 -0.13
N2 -2.77 0.44 -0.34
N3 -1.39 -1.38 0.28
N4 1.00 0.35 0.48
H1 1.97 0.58 -1.43
H2 -0.34 1.96 0.72
H3 -0.04 1.48 -1.01
H4 3.66 -1.03 -0.82
H5 3.17 -1.00 0.85
H6 -2.82 1.37 -0.58
H7 -3.73 0.01 -0.45
H8 -0.76 -1.52 0.98
H9 -2.11 -2.07 0.14
H10 0.95 0.39 1.56

Results
* M: 102.1 g mol⁻¹
* net charge: +2
* ΔE to the lowest compared entry with this formula, charge and spin: 144.38 kJ/mol
* electronic energy: -9215.4090 eV
* maximum force: 5.25 eV/A
* gap between HOMO and LUMO: 0.391 Eh

---

Record 8
Formula: C3H10N4O
Source: OMol25
Level of theory: ωB97M-V/def2-TZVPD

Element x y z (Å)
C1 1.59 0.18 -1.19
C2 1.06 -0.26 0.15
O1 -0.25 -1.76 -0.33
N1 1.90 -0.58 1.06
H1 0.09 -2.09 -1.17
H2 1.46 -0.87 1.93
H3 0.82 0.16 -1.96
H4 1.95 1.21 -1.12
H5 2.42 -0.47 -1.47
N2 -2.43 -0.42 0.12
N3 -0.29 1.82 0.32
C3 -0.32 0.39 0.52
N4 -1.26 -0.18 -0.42
H6 -3.10 -0.85 -0.52
H7 -2.47 -0.79 1.07
H8 0.53 2.21 0.78
H9 -1.14 2.24 0.67
H10 -0.57 0.07 1.55

Results
* M: 118.1 g mol⁻¹
* net charge: 0
* ΔE to the lowest compared entry with this formula, charge and spin: 501.12 kJ/mol
* electronic energy: -11277.0069 eV
* maximum force: 2.90 eV/A
* gap between HOMO and LUMO: 0.327 Eh